Entry 1:
{"formula": "CH6OS2", "method": "wB97M-V/def2-TZVPD", "elements": ["S", "S", "O", "C", "H", "H", "H", "H", "H", "H"], "xyz": [[-4.772, -2.039, -0.680], [-2.729, -1.952, -1.353], [5.418, 2.726, 2.242], [-1.032, -1.116, -1.208], [-0.936, -0.740, -2.195], [-0.272, -1.887, -0.942], [5.449, 3.618, 1.880], [-4.704, -0.877, -0.005], [-0.993, -0.355, -0.427], [4.571, 2.621, 2.687]], "atomic_forces_ev_per_a": [[1.322, 1.243, 1.072], [0.501, -1.907, -2.289], [0.155, -0.098, -0.047], [-0.642, -0.238, 2.545], [0.222, 0.437, -0.640], [-0.891, 0.328, -0.340], [-0.188, -0.105, 0.135], [-0.568, -0.042, 0.003], [0.057, 0.178, -0.352], [0.033, 0.204, -0.087]], "mulliken_charge": [-0.164, -0.106, -0.642, -0.640, 0.248, 0.246, 0.322, 0.134, 0.282, 0.320], "orbital_gap_ev": 7.2, "multiplicity": 1, "smiles": "CSS.O", "homo_energy_ev": -8.1316}

***

Entry 2:
{"formula": "C39H34BrLiNO3SSb", "method": "wB97M-V/def2-TZVPD", "elements": ["Sb", "Br", "S", "O", "O", "O", "N", "C", "C", "C", "C", "C", "C", "C", "C", "C", "C", "C", "C", "C", "C", "C", "C", "C", "C", "C", "C", "C", "C", "C", "C", "C", "C", "C", "C", "C", "C", "C", "C", "C", "C", "C", "C", "C", "C", "C", "Li", "H", "H", "H", "H", "H", "H", "H", "H", "H", "H", "H", "H", "H", "H", "H", "H", "H", "H", "H", "H", "H", "H", "H", "H", "H", "H", "H", "H", "H", "H", "H", "H", "H", "H"], "xyz": [[1.270, 0.303, -1.558], [-3.163, -6.724, 1.713], [-2.403, 2.403, 2.203], [-1.834, -1.508, 0.744], [0.338, -1.315, 1.170], [-1.355, 1.422, 1.743], [0.665, -5.315, 2.200], [0.401, 3.178, -2.730], [5.339, 2.267, -3.506], [-4.798, 2.129, 3.492], [2.491, -4.488, -1.266], [-1.117, 5.117, 4.848], [1.783, -1.790, -1.581], [-0.432, -6.070, 2.146], [-4.717, -0.653, 3.404], [2.873, -2.143, -0.764], [3.658, -1.118, 0.017], [-5.830, 1.389, 4.040], [3.508, 0.684, -3.761], [-0.901, -0.234, -3.846], [-1.746, 3.135, 3.669], [-1.841, 0.139, -4.800], [-1.284, 2.332, 4.705], [-0.132, 0.708, -3.160], [4.856, 2.655, -2.266], [-0.724, -1.994, 1.114], [-1.667, -5.568, 1.767], [-3.724, 1.454, 2.919], [3.020, 1.080, -2.508], [-0.658, 4.328, 5.891], [1.056, -2.807, -2.197], [-1.794, -4.238, 1.429], [-1.661, 4.516, 3.718], [-3.667, 0.076, 2.853], [3.214, -3.487, -0.634], [1.401, -4.146, -2.047], [-1.295, 2.431, -4.395], [3.701, 2.057, -1.778], [-5.786, -0.003, 4.000], [-0.351, 2.073, -3.435], [2.830, -0.365, -4.605], [-2.035, 1.481, -5.080], [4.669, 1.294, -4.236], [-0.735, 2.938, 5.819], [-0.660, -3.446, 1.491], [0.542, -4.027, 1.874], [-0.760, 0.119, 0.668], [-2.762, 1.789, -5.821], [0.265, 3.135, -1.645], [4.132, -0.380, -0.632], [4.444, -1.600, 0.597], [-0.329, -7.116, 2.411], [0.812, -4.912, -2.535], [6.239, 2.717, -3.907], [4.056, -3.752, -0.004], [3.322, 2.361, -0.806], [-2.736, -3.807, 1.114], [-4.692, -1.734, 3.356], [0.197, -2.584, -2.801], [5.367, 3.411, -1.683], [1.437, -3.418, 1.905], [-6.672, 1.893, 4.496], [-1.450, 3.484, -4.605], [3.005, -0.591, 0.719], [-6.597, -0.580, 4.426], [2.777, -1.323, -4.083], [-0.786, -1.283, -3.652], [-2.416, -0.620, -5.314], [2.771, -5.525, -1.134], [-4.823, 3.213, 3.519], [-0.368, 2.329, 6.635], [-2.013, 5.114, 2.885], [-1.047, 6.195, 4.906], [-0.233, 4.796, 6.770], [1.806, -0.077, -4.851], [5.054, 0.995, -5.205], [-2.849, -0.414, 2.345], [1.473, 3.128, -2.923], [-1.352, 1.253, 4.632], [0.048, 4.152, -3.067], [3.374, -0.515, -5.537]], "atomic_forces_ev_per_a": [[-0.243, -0.135, -0.062], [-0.056, -0.039, -0.002], [0.311, -0.031, -0.622], [0.368, -0.208, 0.055], [-0.160, -0.310, 0.183], [-0.437, 0.476, 0.257], [-0.173, 0.043, -0.060], [-0.023, -0.023, -0.030], [-0.043, -0.035, 0.003], [0.018, -0.063, 0.020], [-0.005, 0.017, -0.006], [-0.009, -0.027, -0.007], [0.029, -0.097, -0.008], [0.163, 0.075, 0.019], [0.001, -0.028, 0.001], [-0.024, 0.024, 0.003], [-0.008, -0.041, -0.030], [0.019, -0.035, -0.013], [0.021, 0.024, 0.005], [0.012, 0.220, -0.005], [0.043, 0.034, 0.177], [0.046, 0.009, 0.054], [0.025, 0.060, 0.058], [-0.049, 0.058, -0.102], [-0.075, -0.074, -0.028], [0.043, 0.112, -0.148], [0.020, -0.040, 0.011], [-0.044, -0.027, 0.137], [0.133, 0.086, 0.012], [0.000, -0.028, -0.004], [0.180, -0.013, 0.122], [-0.051, 0.049, -0.020], [0.025, 0.013, 0.119], [-0.174, -0.002, 0.002], [0.006, 0.002, 0.003], [0.008, 0.088, 0.025], [0.023, 0.003, 0.002], [0.066, -0.007, -0.105], [-0.001, 0.029, -0.006], [0.016, -0.018, -0.003], [-0.005, 0.034, 0.050], [0.000, -0.005, 0.008], [0.006, 0.013, 0.003], [0.000, 0.049, 0.010], [-0.002, 0.019, -0.079], [0.066, -0.129, 0.044], [-0.008, 0.130, -0.039], [0.011, -0.004, 0.010], [0.000, -0.031, -0.007], [-0.017, -0.041, 0.022], [-0.015, -0.008, 0.006], [0.026, 0.004, 0.008], [0.000, 0.015, 0.001], [-0.014, -0.008, 0.000], [-0.014, -0.001, -0.009], [-0.012, -0.020, -0.011], [0.014, 0.004, 0.008], [-0.006, 0.013, 0.006], [-0.152, 0.090, -0.116], [-0.006, -0.016, -0.015], [-0.024, -0.018, 0.008], [0.008, -0.008, -0.003], [-0.001, -0.020, 0.002], [-0.014, -0.007, -0.021], [0.007, 0.017, -0.003], [0.013, 0.030, 0.017], [0.065, -0.190, 0.065], [0.015, 0.006, 0.011], [-0.008, 0.017, 0.003], [0.019, -0.027, -0.003], [0.000, 0.027, 0.003], [0.003, -0.023, 0.008], [0.004, -0.016, 0.009], [0.004, -0.007, -0.008], [0.036, 0.014, 0.016], [0.005, 0.015, 0.019], [0.050, -0.075, 0.011], [-0.032, 0.002, -0.021], [-0.004, 0.027, -0.029], [-0.016, -0.010, 0.007], [0.000, -0.003, 0.002]], "mulliken_charge": [1.418, -0.201, 0.033, -1.140, -0.853, -0.770, -0.654, -1.372, -0.712, -0.627, -0.644, -0.574, 0.994, -0.228, -0.578, 0.846, -1.782, -0.516, 0.391, -0.278, 0.284, -0.953, -0.396, 0.422, -0.562, 1.415, -0.039, 0.428, 0.156, -0.369, -0.744, -0.369, -0.135, -0.419, -0.738, -0.943, -0.811, -0.426, -0.501, 0.628, -0.894, -0.572, -0.657, -0.693, 0.158, -0.244, 0.929, 0.373, 0.236, 0.241, 0.490, 0.384, 0.438, 0.377, 0.349, 0.427, 0.586, 0.474, 0.395, 0.435, 0.550, 0.376, 0.350, 0.279, 0.385, 0.084, 0.546, 0.416, 0.398, 0.382, 0.388, 0.407, 0.383, 0.388, 0.127, 0.367, 0.745, 0.182, 0.417, 0.452, 0.462], "orbital_gap_ev": 8.4, "multiplicity": 1, "homo_energy_ev": -8.1321}

***

Entry 3:
{"formula": "C2H5NO2", "method": "wB97M-V/def2-TZVPD", "elements": ["O", "O", "N", "C", "C", "H", "H", "H", "H", "H"], "xyz": [[1.858, 1.324, -0.062], [1.358, 0.292, 0.920], [0.792, -0.759, 0.441], [-1.638, -0.222, 0.152], [-0.540, -0.476, -0.442], [1.213, 1.935, -0.231], [-2.567, -0.118, -0.344], [-1.557, 0.015, 1.197], [-0.366, -0.625, -1.519], [1.447, -1.365, -0.112]], "atomic_forces_ev_per_a": [[3.703, -3.326, -0.126], [0.506, 2.453, 1.760], [-2.836, -1.273, -3.754], [-1.200, 0.975, 1.628], [5.146, -1.800, -0.481], [-3.435, 2.233, -0.131], [-0.667, 0.215, -0.444], [-0.416, -0.293, 0.485], [-0.192, -0.047, 0.622], [-0.610, 0.864, 0.441]], "mulliken_charge": [-0.390, -0.153, -0.201, -0.509, -0.140, 0.303, 0.288, 0.243, 0.292, 0.267], "orbital_gap_ev": 10.7, "multiplicity": 1, "smiles": "C=CNOO", "homo_energy_ev": -9.7999}

***

Entry 4:
{"formula": "C4H11N3O2", "method": "wB97M-V/def2-TZVPD", "elements": ["O", "O", "N", "N", "N", "C", "C", "C", "C", "H", "H", "H", "H", "H", "H", "H", "H", "H", "H", "H"], "xyz": [[0.166, 2.076, 0.982], [1.308, 0.402, 2.082], [-1.371, 0.153, -0.770], [-0.020, -1.215, 0.466], [-0.448, -1.995, -1.677], [1.653, 2.672, 2.736], [-0.748, -1.071, -0.584], [-1.179, -1.712, -2.923], [0.907, 1.639, 1.837], [-0.734, -0.940, -3.562], [1.766, 2.293, 3.773], [0.901, 3.444, 2.568], [-2.302, -1.842, -2.905], [2.726, 2.789, 2.467], [-1.018, 0.824, -0.085], [-0.536, -2.949, -1.338], [0.616, -0.276, 1.532], [-0.882, -2.609, -3.489], [-1.420, 0.337, -1.738], [0.616, -2.020, 0.627]], "atomic_forces_ev_per_a": [[-0.773, -1.019, -0.253], [-2.434, -0.790, -1.226], [0.097, -2.687, 0.571], [0.019, -0.443, 2.164], [-2.334, 2.667, 0.991], [-0.530, -1.573, -0.007], [3.630, -0.235, -0.488], [0.092, -3.090, -0.825], [2.913, 0.510, 1.211], [-0.497, 0.425, 0.743], [-0.718, 0.347, -0.459], [1.131, 1.051, 0.741], [1.072, 0.996, 0.208], [-1.016, 0.474, -0.576], [-0.006, 0.391, -0.501], [-0.039, 0.234, -0.280], [1.106, 1.060, 0.225], [-0.268, 0.186, -0.386], [-0.312, 1.048, -0.794], [-1.136, 0.449, -1.059]], "mulliken_charge": [-0.643, -0.522, -0.443, -0.670, -0.302, -0.990, 0.470, -1.094, 0.763, 0.389, 0.262, 0.329, 0.328, 0.235, 0.325, 0.314, 0.444, 0.373, 0.237, 0.194], "orbital_gap_ev": 10.1, "multiplicity": 1, "smiles": "[H]/N=C(/N)NC.CC(=O)O", "homo_energy_ev": -9.3993}

***

Entry 5:
{"formula": "C4H6N2O", "method": "wB97M-V/def2-TZVPD", "elements": ["O", "N", "N", "C", "C", "C", "C", "H", "H", "H", "H", "H", "H"], "xyz": [[-0.740, -1.906, 0.368], [-1.515, 0.554, -0.274], [1.385, -1.467, -0.386], [-0.181, 0.381, 0.069], [0.564, 1.446, 0.591], [1.726, 1.487, -0.114], [0.251, -1.049, -0.009], [-1.842, 1.509, -0.234], [-1.483, -1.391, 0.721], [-1.839, 0.077, -1.107], [1.420, -2.481, -0.268], [0.079, 2.305, 1.067], [2.175, 0.535, -0.424]], "atomic_forces_ev_per_a": [[-0.139, 0.083, 0.096], [0.116, 0.205, -0.141], [-0.426, 0.015, 0.124], [-0.142, -0.096, 0.064], [0.131, 0.074, -0.157], [-0.187, -0.091, 0.118], [0.480, 0.059, -0.158], [0.052, -0.119, 0.021], [0.072, -0.136, -0.061], [0.031, -0.003, 0.119], [0.041, 0.060, -0.003], [0.072, -0.161, -0.058], [-0.103, 0.109, 0.036]], "mulliken_charge": [-0.533, -0.565, -0.639, 0.280, -0.453, -0.605, 0.720, 0.246, 0.351, 0.239, 0.279, 0.333, 0.347], "orbital_gap_ev": [7.7, 7.5], "multiplicity": 1, "homo_energy_ev": [-7.7939, -7.5365]}

***

Entry 6:
{"formula": "C14H15NO3Sr", "method": "wB97M-V/def2-TZVPD", "elements": ["Sr", "O", "O", "O", "N", "C", "C", "C", "C", "C", "C", "C", "C", "C", "C", "C", "C", "C", "C", "H", "H", "H", "H", "H", "H", "H", "H", "H", "H", "H", "H", "H", "H", "H"], "xyz": [[1.025, 1.110, -0.279], [-1.387, 0.737, 0.407], [-0.324, -1.189, -0.033], [-1.565, -3.364, -0.004], [2.339, 1.618, 1.518], [2.801, 0.165, -2.623], [-3.886, -3.405, 0.443], [-5.022, -1.340, 1.012], [-3.835, -0.626, 0.832], [3.422, 1.301, -2.019], [1.635, 3.521, -0.119], [-2.662, -1.277, 0.470], [3.905, 0.900, -0.735], [-5.046, -2.729, 0.802], [-1.393, -0.526, 0.274], [1.565, 2.947, 1.228], [-2.681, -2.692, 0.291], [3.606, -0.482, -0.557], [2.915, -0.934, -1.718], [2.586, 3.927, -0.450], [-5.930, -0.818, 1.314], [-5.973, -3.291, 0.920], [4.422, 1.544, -0.023], [1.977, 3.717, 1.905], [3.884, -1.087, 0.309], [-0.849, -2.637, -0.070], [2.423, 1.526, 2.536], [2.576, -1.956, -1.901], [2.366, 0.134, -3.623], [-3.871, -4.482, 0.280], [0.758, 4.099, -0.415], [3.528, 2.296, -2.454], [0.484, 2.840, 1.511], [-3.795, 0.455, 0.971]], "atomic_forces_ev_per_a": [[0.815, -1.890, -1.474], [-0.680, -1.512, -0.100], [-1.586, 0.144, 0.306], [-0.141, 0.110, -0.050], [-0.730, 1.352, 0.514], [0.155, 0.032, 0.359], [0.154, 0.329, 0.017], [-0.021, -0.083, -0.042], [-0.330, -0.248, 0.043], [0.344, -0.767, 0.500], [-0.406, 0.189, -1.986], [-0.298, -0.911, -0.048], [0.372, -0.390, -1.108], [0.244, 0.287, -0.011], [1.568, 1.302, -0.110], [1.034, 0.421, 3.135], [-0.196, 0.250, 0.177], [0.040, 0.464, -0.604], [0.187, 0.323, 0.007], [0.080, 0.139, 0.065], [0.185, -0.126, -0.099], [0.148, 0.162, 0.013], [-0.421, -0.293, -0.244], [-0.223, -0.307, 0.656], [-0.262, 0.239, -0.229], [0.101, 0.038, -0.033], [-0.199, 0.295, -0.313], [-0.011, 0.310, 0.065], [0.020, -0.020, 0.237], [-0.021, 0.227, 0.049], [0.049, 0.375, 0.159], [-0.188, -0.312, 0.186], [0.179, 0.155, -0.003], [0.040, -0.283, -0.035]], "mulliken_charge": [1.047, -0.998, -1.007, -0.692, -0.692, -0.658, -0.611, -0.557, -0.362, -0.416, -0.718, -0.112, -0.460, -0.269, 1.604, -0.441, 0.276, -0.377, -0.411, 0.018, 0.344, 0.326, 0.189, 0.274, 0.302, 0.395, -0.096, 0.355, 0.340, 0.377, 0.095, 0.325, 0.227, 0.380], "orbital_gap_ev": 3.4, "multiplicity": 1, "total_charge": -2, "homo_energy_ev": 1.2910}

***

What did the fifth record say?
{"formula": "C4H6N2O", "method": "wB97M-V/def2-TZVPD", "elements": ["O", "N", "N", "C", "C", "C", "C", "H", "H", "H", "H", "H", "H"], "xyz": [[-0.740, -1.906, 0.368], [-1.515, 0.554, -0.274], [1.385, -1.467, -0.386], [-0.181, 0.381, 0.069], [0.564, 1.446, 0.591], [1.726, 1.487, -0.114], [0.251, -1.049, -0.009], [-1.842, 1.509, -0.234], [-1.483, -1.391, 0.721], [-1.839, 0.077, -1.107], [1.420, -2.481, -0.268], [0.079, 2.305, 1.067], [2.175, 0.535, -0.424]], "atomic_forces_ev_per_a": [[-0.139, 0.083, 0.096], [0.116, 0.205, -0.141], [-0.426, 0.015, 0.124], [-0.142, -0.096, 0.064], [0.131, 0.074, -0.157], [-0.187, -0.091, 0.118], [0.480, 0.059, -0.158], [0.052, -0.119, 0.021], [0.072, -0.136, -0.061], [0.031, -0.003, 0.119], [0.041, 0.060, -0.003], [0.072, -0.161, -0.058], [-0.103, 0.109, 0.036]], "mulliken_charge": [-0.533, -0.565, -0.639, 0.280, -0.453, -0.605, 0.720, 0.246, 0.351, 0.239, 0.279, 0.333, 0.347], "orbital_gap_ev": [7.7, 7.5], "multiplicity": 1, "homo_energy_ev": [-7.7939, -7.5365]}